A.
The following is a DFT calculation (wB97M-V/def2-TZVPD) of an isolated molecule of C5H13NS.

Each line ends with the Löwdin charge.
Cartesian coordinates (Å):
C  -0.244  -1.194  -2.300  -0.133
N  0.183  -0.067  -1.485  -0.274
C  0.846  1.089  -2.220  -0.067
C  -1.029  0.295  -0.566  -0.199
C  -0.592  1.187  0.567  -0.261
C  0.574  0.515  1.297  -0.539
S  0.164  -0.856  2.497  0.670
H  0.540  -1.803  -2.667  0.062
H  -0.964  -1.710  -1.597  0.081
H  -0.910  -0.847  -3.131  0.086
H  1.175  0.798  -3.306  0.111
H  0.148  1.857  -2.327  0.043
H  1.749  1.332  -1.677  0.062
H  -1.927  0.611  -1.160  0.127
H  -1.158  -0.766  -0.080  0.092
H  -0.427  2.240  0.244  0.124
H  -1.329  1.261  1.242  0.053
H  1.377  0.166  0.675  0.046
H  1.043  1.229  1.997  0.061
H  -0.548  -1.565  1.544  -0.145

Properties
- LUMO level: 0.933 eV
- Total charge: 0
- Kohn-Sham gap: 9.36 eV


B.
The following is a DFT calculation (wB97M-V/def2-TZVPD) of an isolated molecule of C5H13NS.

Each line ends with the Löwdin charge.
Cartesian coordinates (Å):
C  1.313  -1.196  -1.801  -0.113
C  1.287  -1.738  -0.390  -0.310
N  0.194  -1.263  0.432  -0.089
C  0.280  0.051  1.067  -0.249
C  -0.298  1.244  0.306  -0.238
C  -1.857  1.154  0.481  -0.506
S  -2.593  2.496  1.599  0.645
H  2.023  -1.670  -2.482  0.066
H  1.515  -0.112  -1.840  0.064
H  0.332  -1.373  -2.258  0.072
H  1.266  -2.853  -0.485  0.116
H  2.233  -1.591  0.134  0.104
H  -0.718  -1.604  0.177  0.105
H  -0.033  0.061  2.108  0.112
H  1.380  0.113  1.103  0.113
H  -0.026  1.254  -0.760  0.094
H  0.095  2.184  0.710  0.091
H  -1.975  0.349  1.211  0.030
H  -2.460  0.930  -0.389  0.059
H  -1.960  3.564  1.077  -0.167

Properties
- LUMO level: 1.042 eV
- Total charge: 0
- Kohn-Sham gap: 9.54 eV


Which structure is most stable, and how do the rest compare? From most to least stable: B, A.